DFT (ωB97M-V with the def2-TZVPD basis set) results for a molecular structure, C60H86BrCoN3O2P2Si in a non-equilibrium geometry.

Element x y z (Å)
Co 0.68 0.41 0.51
C -1.03 0.11 -2.87
Si -1.08 0.46 -0.96
C -1.19 2.38 -0.99
C -2.41 3.00 -1.24
C -2.51 4.37 -1.40
C -1.37 5.15 -1.31
C -0.15 4.56 -1.02
C -0.05 3.18 -0.86
P 1.54 2.36 -0.41
C 2.42 3.57 0.73
C 3.37 2.75 1.62
C 4.38 3.63 2.37
C 3.82 5.03 2.61
C 3.52 5.73 1.28
C 3.22 4.74 0.15
C 2.58 2.59 -1.95
C 1.87 2.06 -3.19
C 2.65 2.46 -4.45
C 4.16 2.37 -4.22
C 4.47 1.37 -3.12
C 3.96 1.92 -1.79
C -2.69 -0.44 -0.48
C -3.36 -1.23 -1.41
C -4.39 -2.08 -1.03
C -4.77 -2.14 0.29
C -4.14 -1.34 1.23
C -3.09 -0.51 0.86
P -2.20 0.69 1.92
C -3.67 1.88 2.08
C -3.12 3.28 2.36
C -4.23 4.32 2.32
C -5.31 3.97 3.34
C -5.88 2.59 3.05
C -4.78 1.54 3.06
C -1.72 -0.19 3.55
C -1.56 0.70 4.81
C -2.65 0.60 5.89
C -3.12 -0.83 6.14
C -3.52 -1.47 4.82
C -2.32 -1.55 3.90
H -1.93 0.49 -3.34
H -0.96 -0.95 -3.09
H -0.19 0.58 -3.37
H -3.29 2.38 -1.32
H -3.47 4.82 -1.61
H -1.43 6.22 -1.46
H 0.72 5.19 -0.93
H 1.61 4.01 1.33
H 3.91 2.04 1.00
H 2.77 2.16 2.32
H 5.30 3.70 1.79
H 4.64 3.17 3.33
H 4.54 5.62 3.19
H 2.91 4.94 3.21
H 4.37 6.35 0.99
H 2.66 6.40 1.41
H 4.16 4.37 -0.27
H 2.69 5.26 -0.64
H 2.70 3.67 -2.09
H 0.86 2.48 -3.23
H 1.79 0.98 -3.11
H 2.37 3.47 -4.74
H 2.36 1.79 -5.26
H 4.55 3.35 -3.92
H 4.66 2.09 -5.15
H 5.54 1.19 -3.05
H 3.99 0.42 -3.34
H 4.68 2.64 -1.41
H 3.90 1.10 -1.07
H -3.08 -1.18 -2.45
H -4.88 -2.69 -1.77
H -5.56 -2.81 0.60
H -4.48 -1.39 2.26
H -4.08 1.89 1.07
H -2.36 3.50 1.61
H -2.64 3.29 3.34
H -4.67 4.33 1.32
H -3.82 5.31 2.53
H -6.10 4.72 3.32
H -4.87 3.97 4.35
H -6.37 2.59 2.07
H -6.63 2.33 3.80
H -5.20 0.56 2.82
H -4.36 1.50 4.07
H -0.69 -0.39 3.22
H -1.46 1.74 4.50
H -0.62 0.40 5.28
H -3.51 1.22 5.63
H -2.24 1.02 6.82
H -3.96 -0.82 6.83
H -2.31 -1.41 6.59
H -4.31 -0.86 4.36
H -3.93 -2.47 4.99
H -2.56 -2.08 2.98
H -1.55 -2.13 4.42
C 6.80 -4.24 0.10
C 6.90 -2.89 0.81
C 7.74 -3.06 2.08
C 7.61 -1.89 -0.12
C 5.50 -2.37 1.10
C 4.64 -2.11 0.04
C 3.40 -1.58 0.30
Br 2.26 -1.19 -1.20
C 2.90 -1.25 1.58
O 1.77 -0.64 1.73
C 3.76 -1.62 2.66
C 5.01 -2.14 2.38
C 3.41 -1.48 4.14
C 2.01 -0.94 4.40
C 4.42 -0.51 4.78
C 3.49 -2.86 4.81
H 7.79 -4.62 -0.14
H 6.24 -4.15 -0.83
H 6.29 -4.97 0.73
H 8.74 -3.40 1.82
H 7.29 -3.79 2.75
H 7.83 -2.11 2.62
H 8.61 -2.24 -0.36
H 7.68 -0.91 0.35
H 7.06 -1.77 -1.05
H 4.92 -2.29 -0.98
H 5.64 -2.39 3.22
H 1.87 0.02 3.91
H 1.86 -0.81 5.48
H 1.26 -1.63 4.04
H 4.36 0.46 4.29
H 5.44 -0.88 4.69
H 4.20 -0.38 5.84
H 2.81 -3.55 4.31
H 3.19 -2.78 5.86
H 4.49 -3.28 4.77
C -0.22 4.87 3.24
N 0.43 3.73 3.86
C 0.81 3.91 5.24
C 0.55 2.54 3.25
O 0.18 2.26 2.12
H -1.09 5.18 3.84
H -0.56 4.59 2.25
H 0.47 5.71 3.17
H 1.31 4.88 5.37
H 1.50 3.13 5.53
H -0.07 3.88 5.88
H 1.06 1.82 3.90
N -2.24 -5.13 -3.28
C -1.94 -4.65 -2.28
C -1.56 -4.09 -1.05
C -2.07 -4.60 0.15
C -1.61 -4.06 1.34
C -0.68 -3.03 1.29
N -0.23 -2.51 0.15
C -0.66 -3.03 -0.98
H -2.78 -5.42 0.13
H -1.97 -4.44 2.28
H -0.26 -2.60 2.18
H -0.25 -2.60 -1.89

Calculated values
Frontier orbital gap (spin up / spin down), eV: 6.6 / 7.1
2S+1: 2
Largest force on an atom, eV/Å: 1.49
LUMO level (spin up / spin down), eV: -0.3 / 0.2
HOMO level (spin up / spin down), eV: -6.935 / -6.875
Molecular weight, g mol⁻¹: 1110.2
Electronic energy, eV: -206307.588

Mulliken atomic charge list, values in e, 2 entries:
1 Co 0.44
2 C -1.35